Entry 1:
Here is a single C6H7N molecule in a non-equilibrium geometry from OMol25. Energies are from ωB97M-V/def2-TZVPD.

XYZ file:
```
14
Properties=species:S:1:pos:R:3:mulliken_charge:R:1
C 2.178 -0.336 0.319 -0.383
H 3.183 -0.502 0.583 0.363
H 2.099 0.973 -1.306 0.325
N 0.563 -0.369 -0.921 -0.299
H -2.484 0.697 0.088 0.350
C 1.235 -1.225 0.031 -0.380
C 1.478 0.745 -0.515 -0.001
C -1.912 -0.149 -0.053 -1.044
H 1.165 -2.225 0.442 0.371
C 0.337 1.488 0.091 -0.608
H -0.062 2.475 0.239 0.364
C -0.514 0.262 -0.279 0.433
H -2.436 -0.728 -0.860 0.286
H -1.877 -0.793 0.912 0.222
```

Results
- Spin multiplicity: 1
- ΔE to the lowest compared entry with this formula, charge and spin: 512.6 kJ/mol
- Lowest unoccupied orbital energy: 1.1437 eV
- Strongest force on any atom: 0.1345 hartree/bohr
- SMILES string: CC1=C[C@H]2C=CN12
- HOMO energy: -8.17 eV
- Kohn-Sham gap: 9.31 eV

***

Entry 2:
Here is 5 unconnected molecules or ions with the total composition C29H66BClF3N4O5 in a non-equilibrium geometry from OMol25. Energies are from ωB97M-V/def2-TZVPD.

XYZ file:
```
109
Properties=species:S:1:pos:R:3:mulliken_charge:R:1
H -1.900 -5.791 -3.381 0.328
C -5.631 -1.163 2.672 -0.802
H 4.617 8.132 -0.168 0.227
H -7.656 -2.904 2.941 0.283
C -3.932 -3.730 -4.183 -0.902
C -5.346 -1.693 -1.660 -2.032
H -1.668 -4.855 -0.545 0.345
H 2.013 0.934 -0.250 0.354
H 6.762 -0.393 4.560 0.337
H -4.852 -1.557 -0.698 0.367
F 0.080 0.382 -2.657 -0.264
H -0.318 -5.422 -2.503 0.267
C -0.776 -1.846 -2.446 -0.644
H 0.025 2.165 0.781 0.437
H 2.437 5.029 0.571 0.027
C 3.141 5.632 -0.006 -0.369
O 7.878 -3.265 1.682 -0.377
H 6.361 4.793 -1.037 0.376
C 0.676 1.507 1.366 0.400
H 9.466 -3.365 3.023 0.298
H 0.462 0.338 3.000 0.290
H -2.750 2.513 -4.638 0.325
H -5.008 -3.688 -3.989 0.306
C 9.200 -2.930 2.055 -0.643
H 5.064 5.576 -1.942 0.350
H -8.209 -1.485 2.446 0.338
N 5.104 5.022 1.402 -0.711
O 2.461 1.795 3.075 -0.467
H 4.346 3.888 -0.166 0.318
H -7.638 -0.176 5.346 0.356
H -6.213 0.612 4.664 0.341
C -4.336 -1.459 -2.802 0.943
C -1.776 -2.225 -3.550 -1.027
C 5.517 5.477 -0.953 -1.591
N -7.904 -1.979 3.280 -0.774
B -3.239 -2.708 -2.988 0.210
O -6.116 -0.666 1.446 -0.239
F 1.477 -1.182 -2.121 -0.310
C -3.972 0.907 -3.832 -0.738
H -0.638 1.503 2.929 0.282
H 4.033 1.411 1.762 0.244
H 5.100 5.999 1.683 0.319
H -1.785 1.171 -3.976 0.064
H -5.242 -2.159 2.445 0.328
C 6.358 -2.021 3.203 0.402
H -3.633 -4.771 -4.083 0.390
H 3.243 -0.032 2.453 0.162
C -3.712 -3.295 -5.558 0.815
H -6.111 -0.909 -1.704 0.364
H 1.735 -0.349 0.935 0.205
H -1.322 -3.038 -4.122 0.435
H -4.587 0.418 -4.585 0.229
N -0.159 0.816 2.353 -0.715
O 3.095 6.922 0.575 -0.446
H 7.797 -1.798 4.818 0.363
H -1.264 -1.400 -1.578 0.128
C -7.092 0.011 4.421 -1.418
H -7.743 0.602 3.776 0.280
H -4.121 -4.196 -1.578 0.315
H 3.281 7.795 -1.305 0.304
C -6.695 -1.309 3.769 0.413
C -3.735 -0.040 -2.625 0.169
H 4.485 4.569 2.069 0.280
H 2.762 5.664 -1.036 0.462
H -4.781 -0.561 3.021 0.443
C 3.554 0.994 2.652 -0.412
F 0.733 -1.084 -4.146 -0.322
C 6.952 -3.361 2.746 -0.757
H -2.638 1.042 -5.540 0.253
H 3.038 8.886 0.073 0.276
C 3.538 7.975 -0.257 -0.654
C -2.687 1.429 -4.522 -0.848
H 7.398 -3.904 3.591 0.436
H 0.486 0.064 -0.218 -0.340
H 6.657 -1.126 1.416 0.254
H -5.816 -2.674 -1.727 0.264
H -4.249 0.437 -1.781 0.191
C -1.399 -5.310 -2.549 -0.881
H -6.138 1.002 0.301 0.254
H -3.068 -3.033 -0.730 0.159
H -2.676 -0.025 -2.370 -0.322
C 1.729 2.404 2.031 0.143
H 4.286 0.970 3.458 0.160
H -4.947 -1.411 -3.704 0.060
H 9.867 -3.337 1.295 0.259
H -4.543 1.773 -3.488 0.543
C -3.169 -3.648 -1.628 -0.254
H 5.917 6.448 -0.660 0.296
N 5.892 -1.205 2.080 -0.509
O -2.814 -3.592 -6.281 -0.526
H 2.417 2.822 1.281 -0.443
Cl -4.968 -2.153 -6.278 -0.299
H -5.440 1.244 1.916 0.349
H 6.136 -3.979 2.364 0.344
C 1.267 0.482 0.405 -0.833
H 5.177 -1.717 1.570 0.252
C 0.345 -0.931 -2.868 0.807
H -0.285 -2.746 -2.078 0.239
H -7.209 1.086 1.704 0.251
H 8.084 -0.712 3.452 0.299
H -1.878 -1.377 -4.236 0.440
H 1.211 3.250 2.495 0.412
H 5.488 -2.259 3.824 0.334
H 9.347 -1.848 2.088 0.223
H -6.257 -1.940 4.550 0.402
C 4.512 4.945 0.063 0.555
C -6.232 0.738 1.355 -0.802
C -2.039 -4.655 -1.555 -0.519
C 7.310 -1.187 4.055 -1.482
```

Results
- Net charge: -1
- Spin multiplicity: 1
- Lowest unoccupied orbital energy: 2.0418 eV
- Strongest force on any atom: 0.0268 hartree/bohr
- HOMO energy: -5.23 eV
- Kohn-Sham gap: 7.27 eV